Record 1
# H20NO13

A 11-piece molecular cluster, H20NO13 overall in a non-equilibrium geometry (ωB97M-V/def2-TZVPD, OMol25).

Properties
Molar mass ... 242.15 g mol⁻¹
Energy above the lowest of the compared OMol25 structures with the same formula, charge and spin ... 48.1 kcal per mole
Orbital gap ... 10.074 eV
Energy ... -1044.8324 hartree
Strongest force on any atom ... 0.0615 Eh/bohr
2S+1 ... 1
Charge ... -1

Each line ends with the Löwdin charge.
Geometry (Å):
1 N 0.750 -0.437 -0.120  -0.48
2 O -0.441 -0.838 0.011  -0.08
3 O 1.410 -0.275 0.915  -0.04
4 O 1.145 -0.044 -1.247  0.03
5 O 1.987 -0.678 3.558  -0.06
6 H 2.479 0.051 4.001  0.05
7 H 1.901 -0.370 2.658  -0.03
8 O -2.612 -1.364 2.024  -0.05
9 H -2.020 -1.408 1.311  -0.05
10 H -2.100 -1.047 2.782  0.03
11 O -3.275 -1.343 -0.861  -0.07
12 H -3.333 -2.322 -0.715  0.08
13 H -2.336 -1.145 -0.889  -0.04
14 O -1.337 -1.533 -2.781  -0.04
15 H -0.800 -1.473 -1.979  0.01
16 H -1.776 -0.713 -2.842  0.00
17 O 0.196 1.285 -3.523  -0.05
18 H 0.742 1.493 -4.328  0.08
19 H 0.747 0.726 -3.027  -0.03
20 O 0.385 -3.032 1.725  -0.03
21 H 0.267 -2.378 1.035  -0.02
22 H 1.183 -2.805 2.150  -0.01
23 O 2.776 2.108 0.308  -0.05
24 H 2.549 2.283 1.235  0.05
25 H 2.432 1.229 0.194  -0.02
26 O 2.292 2.856 -2.386  -0.03
27 H 2.650 2.292 -1.717  -0.02
28 H 1.543 2.469 -2.746  -0.06
29 O -2.001 1.334 -0.483  -0.03
30 H -2.190 1.335 -1.407  0.02
31 H -1.648 0.455 -0.340  -0.04
32 O -0.945 1.115 2.434  -0.03
33 H -0.407 1.429 3.136  0.01
34 H -0.214 0.745 1.915  0.01

Record 2
# H20NO8

A 9-piece molecular cluster, H20NO8 overall in a non-equilibrium geometry (ωB97M-V/def2-TZVPD, OMol25).

Properties
Molar mass ... 162.16 g mol⁻¹
Energy above the lowest of the compared OMol25 structures with the same formula, charge and spin ... 11.8 kcal per mole
Orbital gap ... 10.461 eV
Energy ... -668.4608 hartree
Strongest force on any atom ... 0.0208 Eh/bohr
2S+1 ... 1
Charge ... +1

Each line ends with the Löwdin charge.
Geometry (Å):
1 N -0.870 0.281 -0.299  0.26
2 H -0.775 -0.601 -0.855  0.09
3 H -0.542 0.194 0.667  0.07
4 H -1.888 0.435 -0.350  0.08
5 H -0.263 1.020 -0.673  0.08
6 O 1.207 -3.475 0.679  -0.06
7 H 0.512 -3.988 1.104  0.03
8 H 0.756 -2.856 0.076  -0.01
9 O 2.149 -0.273 -0.330  -0.06
10 H 1.904 0.076 0.554  0.01
11 H 2.677 -1.056 -0.133  0.06
12 O 1.213 1.256 1.799  -0.04
13 H 1.678 2.058 1.511  0.06
14 H 0.759 1.515 2.610  0.08
15 O 3.107 2.436 -0.606  -0.06
16 H 3.157 2.457 -1.566  0.04
17 H 2.390 1.820 -0.421  -0.04
18 O -0.533 -2.353 -1.354  -0.04
19 H -1.172 -3.035 -1.103  0.08
20 H -0.322 -2.546 -2.279  0.09
21 O 0.267 2.750 -1.290  -0.05
22 H 0.587 3.247 -2.052  0.07
23 H 0.174 3.410 -0.592  0.07
24 O -3.737 0.302 -0.631  -0.04
25 H -4.298 -0.238 -1.201  0.07
26 H -4.352 0.855 -0.133  0.07
27 O -0.921 -1.053 2.201  -0.04
28 H -1.152 -1.978 2.077  0.05
29 H -1.713 -0.658 2.591  0.07

Record 3
# H20O10

A 10-piece molecular cluster, H20O10 overall in a non-equilibrium geometry (ωB97M-V/def2-TZVPD, OMol25).

Properties
Molar mass ... 180.15 g mol⁻¹
SMILES ... O.O.O.O.O.O.O.O.O.O
Energy above the lowest of the compared OMol25 structures with the same formula, charge and spin ... 105.6 kcal per mole
Orbital gap ... 10.464 eV
Energy ... -764.3137 hartree
Strongest force on any atom ... 0.0268 Eh/bohr
2S+1 ... 1

Each line ends with the Löwdin charge.
Geometry (Å):
1 O -0.649 -0.017 -0.929  -0.07
2 H 0.259 0.258 -0.763  0.01
3 H -1.133 0.811 -1.021  0.00
4 O -0.399 -2.525 1.320  -0.06
5 H 0.145 -1.733 1.395  0.01
6 H 0.062 -3.065 0.668  0.04
7 O 3.875 0.403 -1.627  -0.04
8 H 3.549 1.299 -1.486  0.01
9 H 3.992 0.053 -0.737  0.02
10 O -3.153 -2.838 -1.166  -0.06
11 H -3.019 -3.560 -0.541  0.03
12 H -2.408 -2.248 -1.006  0.01
13 O -3.954 0.532 -0.974  -0.04
14 H -3.537 0.080 -0.232  0.04
15 H -3.227 0.995 -1.405  0.04
16 O 3.431 -1.828 1.394  -0.04
17 H 3.939 -1.111 1.791  0.06
18 H 4.102 -2.454 1.099  0.07
19 O 3.035 3.116 0.180  -0.05
20 H 3.211 4.051 0.337  0.04
21 H 3.613 2.890 -0.558  0.01
22 O -0.679 1.632 0.775  -0.06
23 H -0.518 2.041 1.633  0.06
24 H -1.593 1.860 0.574  0.04
25 O 2.005 -1.171 -0.539  -0.08
26 H 2.921 -1.470 -0.528  0.01
27 H 1.899 -0.710 0.301  0.03
28 O -5.385 1.671 1.040  -0.07
29 H -5.243 2.244 0.278  0.03
30 H -5.141 0.794 0.724  0.01

Record 4
# H20O10

A 10-piece molecular cluster, H20O10 overall in a non-equilibrium geometry (ωB97M-V/def2-TZVPD, OMol25).

Properties
Molar mass ... 180.15 g mol⁻¹
SMILES ... O.O.O.O.O.O.O.O.O.O
Energy above the lowest of the compared OMol25 structures with the same formula, charge and spin ... 86.2 kcal per mole
Orbital gap ... 10.711 eV
Energy ... -764.3445 hartree
Strongest force on any atom ... 0.0321 Eh/bohr
2S+1 ... 1

Each line ends with the Löwdin charge.
Geometry (Å):
1 O -0.833 1.152 -3.633  -0.06
2 H -1.264 0.498 -4.195  0.04
3 H -0.628 0.645 -2.836  0.03
4 O -0.905 -1.122 0.393  -0.07
5 H -1.536 -1.827 0.559  0.03
6 H -1.317 -0.466 0.968  0.01
7 O 2.846 -0.272 -0.019  -0.06
8 H 3.635 0.285 -0.065  0.04
9 H 2.944 -0.686 -0.886  0.02
10 O -1.588 -1.632 3.093  -0.05
11 H -1.438 -2.417 2.562  0.00
12 H -1.077 -0.895 2.768  0.00
13 O 1.238 1.625 1.848  -0.05
14 H 1.436 0.837 2.351  0.07
15 H 1.883 1.871 1.196  0.04
16 O 2.318 -2.300 -2.801  -0.05
17 H 1.740 -2.127 -3.553  0.04
18 H 1.722 -2.726 -2.175  0.03
19 O -1.103 2.008 2.437  -0.08
20 H -1.650 2.186 1.669  0.02
21 H -0.248 2.470 2.399  0.01
22 O 0.524 3.172 -0.754  -0.03
23 H -0.348 3.384 -1.060  0.02
24 H 0.439 2.669 0.060  0.00
25 O 0.247 -3.492 1.574  -0.06
26 H 0.193 -4.178 0.888  0.05
27 H 0.628 -2.838 0.961  0.03
28 O -2.557 1.119 -0.951  -0.04
29 H -2.049 1.899 -1.195  0.01
30 H -3.251 1.157 -1.602  0.04

Record 5
# H20O10

A 10-piece molecular cluster, H20O10 overall in a non-equilibrium geometry (ωB97M-V/def2-TZVPD, OMol25).

Properties
Molar mass ... 180.15 g mol⁻¹
SMILES ... O.O.O.O.O.O.O.O.O.O
Energy above the lowest of the compared OMol25 structures with the same formula, charge and spin ... 30.2 kcal per mole
Orbital gap ... 11.246 eV
Energy ... -764.4337 hartree
Strongest force on any atom ... 0.0508 Eh/bohr
2S+1 ... 1

Each line ends with the Löwdin charge.
Geometry (Å):
1 O 2.595 0.393 -0.644  -0.05
2 H 2.364 -0.578 -0.678  0.03
3 H 3.538 0.493 -0.702  0.07
4 O -1.878 -0.927 -1.051  -0.09
5 H -1.972 -0.532 -0.130  0.01
6 H -2.755 -1.230 -1.321  0.09
7 O -0.533 2.760 -1.057  -0.04
8 H -0.551 1.806 -1.244  0.04
9 H -0.667 3.338 -1.814  0.08
10 O 1.953 -2.158 -1.210  -0.10
11 H 1.041 -2.376 -0.826  0.00
12 H 1.977 -2.625 -2.062  0.07
13 O -0.228 -2.781 -0.018  -0.08
14 H -0.068 -2.398 0.870  0.02
15 H -1.025 -2.241 -0.309  0.04
16 O -2.222 0.019 1.299  -0.08
17 H -1.427 -0.384 1.738  0.02
18 H -2.092 1.009 1.358  0.03
19 O 0.052 0.156 -2.573  -0.07
20 H 0.883 0.071 -2.087  0.00
21 H -0.647 -0.329 -2.096  -0.01
22 O 0.072 -1.088 2.052  -0.05
23 H 0.112 -1.394 2.947  0.08
24 H 0.861 -0.558 1.834  0.03
25 O 1.784 0.900 1.787  -0.09
26 H 2.062 0.803 0.801  0.02
27 H 1.282 1.722 1.770  0.05
28 O -1.572 2.618 1.371  -0.09
29 H -2.000 3.450 1.503  0.04
30 H -1.194 2.543 0.403  0.04

Record 6
# H20O10

A 10-piece molecular cluster, H20O10 overall (ωB97M-V/def2-TZVPD, OMol25).

Properties
Molar mass ... 180.15 g mol⁻¹
SMILES ... O.O.O.O.O.O.O.O.O.O
Energy above the lowest of the compared OMol25 structures with the same formula, charge and spin ... 67.7 kcal per mole
Orbital gap ... 10.414 eV
Energy ... -764.3740 hartree
Strongest force on any atom ... 0.0171 Eh/bohr
2S+1 ... 1

Each line ends with the Löwdin charge.
Geometry (Å):
1 O -1.768 1.436 -1.705  -0.04
2 H -0.962 1.434 -2.235  0.05
3 H -2.252 0.650 -1.992  0.09
4 O -0.087 -2.570 1.441  -0.08
5 H 0.407 -2.940 0.671  0.02
6 H -1.006 -2.822 1.288  0.06
7 O 0.375 -0.515 -3.583  -0.05
8 H 0.065 -0.613 -2.671  0.01
9 H 0.449 0.434 -3.729  0.03
10 O -3.614 2.534 -0.042  -0.07
11 H -3.881 3.341 -0.490  0.03
12 H -2.855 2.195 -0.559  -0.03
13 O -0.304 3.604 0.183  -0.04
14 H -0.672 2.915 -0.382  -0.01
15 H -0.794 4.400 -0.053  0.04
16 O 3.167 -1.258 1.461  -0.05
17 H 3.541 -0.459 1.849  0.04
18 H 2.216 -1.146 1.560  0.01
19 O 1.439 -3.232 -0.729  -0.04
20 H 1.357 -3.911 -1.408  0.07
21 H 2.336 -2.885 -0.829  0.07
22 O -1.196 -1.409 3.866  -0.06
23 H -1.186 -1.915 3.043  -0.01
24 H -0.976 -2.050 4.549  0.04
25 O 2.436 1.963 0.201  -0.07
26 H 1.877 1.194 0.019  -0.01
27 H 2.226 2.594 -0.494  0.02
28 O 0.195 -0.196 0.044  -0.06
29 H 0.191 -0.857 0.770  0.01
30 H -0.724 0.082 -0.042  0.03

Record 7
# H20O10

A 10-piece molecular cluster, H20O10 overall in a non-equilibrium geometry (ωB97M-V/def2-TZVPD, OMol25).

Properties
Molar mass ... 180.15 g mol⁻¹
SMILES ... O.O.O.O.O.O.O.O.O.O
Energy above the lowest of the compared OMol25 structures with the same formula, charge and spin ... 77.3 kcal per mole
Orbital gap ... 9.830 eV
Energy ... -764.3587 hartree
Strongest force on any atom ... 0.0469 Eh/bohr
2S+1 ... 1

Each line ends with the Löwdin charge.
Geometry (Å):
1 O 0.519 1.264 -2.410  -0.03
2 H 0.647 1.101 -1.489  -0.01
3 H 0.901 2.161 -2.527  0.10
4 O 0.123 -2.812 1.329  -0.03
5 H 0.152 -2.308 0.496  0.01
6 H 0.547 -3.603 1.054  0.04
7 O 0.930 -0.950 -3.653  -0.07
8 H 0.814 -0.146 -3.139  -0.05
9 H 0.676 -0.745 -4.526  0.01
10 O -0.269 0.576 0.077  -0.07
11 H 0.050 0.327 0.949  0.00
12 H -0.239 -0.253 -0.442  0.00
13 O -0.412 -1.650 -1.255  -0.04
14 H 0.464 -1.995 -1.202  0.05
15 H -0.890 -2.409 -1.661  0.13
16 O -0.180 2.401 2.977  -0.05
17 H -0.127 2.614 2.023  0.04
18 H 0.414 1.657 2.990  -0.01
19 O -2.559 1.440 1.507  -0.06
20 H -1.773 1.091 1.062  -0.02
21 H -2.471 2.376 1.566  0.01
22 O 3.479 1.516 0.669  -0.04
23 H 2.595 1.835 0.840  0.01
24 H 3.509 1.058 -0.174  0.03
25 O 0.725 -0.412 2.520  -0.03
26 H 1.635 -0.655 2.409  0.06
27 H 0.380 -1.279 2.726  0.04
28 O -3.210 -0.508 -1.193  -0.01
29 H -3.975 -0.778 -0.752  0.01
30 H -2.457 -0.913 -0.772  -0.01

Record 8
# H20O10

A 10-piece molecular cluster, H20O10 overall in a non-equilibrium geometry (ωB97M-V/def2-TZVPD, OMol25).

Properties
Molar mass ... 180.15 g mol⁻¹
SMILES ... O.O.O.O.O.O.O.O.O.O
Energy above the lowest of the compared OMol25 structures with the same formula, charge and spin ... 147.1 kcal per mole
Orbital gap ... 8.363 eV
Energy ... -764.2476 hartree
Strongest force on any atom ... 0.1053 Eh/bohr
2S+1 ... 1

Each line ends with the Löwdin charge.
Geometry (Å):
1 O -1.120 -0.725 0.502  -0.03
2 H -0.726 -0.872 -0.332  -0.03
3 H -0.706 -1.267 1.175  0.05
4 O -0.621 2.509 2.893  -0.08
5 H 0.328 2.451 2.682  0.05
6 H -0.894 3.197 2.307  0.01
7 O 0.850 -0.341 -1.450  -0.02
8 H 1.343 0.373 -1.719  -0.03
9 H 0.936 -0.886 -2.294  0.11
10 O 3.984 -1.953 2.249  -0.06
11 H 3.565 -2.806 2.366  0.02
12 H 3.262 -1.337 2.001  0.04
13 O -3.038 -2.048 -1.273  -0.03
14 H -2.311 -2.513 -1.721  0.05
15 H -3.720 -2.606 -1.021  0.00
16 O -0.730 3.190 -0.142  -0.06
17 H -0.616 4.103 -0.601  0.13
18 H 0.120 3.132 0.239  -0.02
19 O 0.047 1.507 1.294  -0.13
20 H -0.034 0.683 1.707  0.03
21 H -0.175 1.390 0.361  0.03
22 O 2.062 2.956 -1.127  -0.05
23 H 2.204 2.144 -1.646  0.03
24 H 1.074 3.013 -1.127  0.01
25 O -1.908 0.677 -3.464  -0.07
26 H -1.349 1.228 -4.023  0.03
27 H -1.672 0.880 -2.533  0.04
28 O -0.149 -5.770 1.638  -0.10
29 H 0.087 -5.279 0.787  0.06
30 H -0.091 -5.029 2.272  0.03